[1]
C25H45F6MgO20Ti as an isolated structure in a non-equilibrium geometry, computed with ωB97M-V/def2-TZVPD.

Results
E_HOMO (spin up / spin down) ... -0.509 / -0.509 hartree
Charge ... +2
2S+1 ... 4
ΔE to the lowest compared entry with this formula, charge and spin ... 362.5 kJ/mol
Orbital gap (spin up / spin down) ... 6.02 / 5.13 eV

Structure (XYZ):
```
98
Properties=species:S:1:pos:R:3:lowdin_spin:R:1
Mg -23.9841 2.9347 -8.7852 0.523
Ti -24.6575 1.1206 -11.3059 2.122
C -21.1503 0.6485 -10.9097 0.005
C -21.7242 0.8924 -9.4974 0.015
O -23.0621 1.3543 -9.4952 0.200
H -20.2658 0.0156 -10.8387 0.001
H -20.9447 1.5439 -11.4963 0.000
H -21.8142 0.0375 -11.5214 0.002
H -21.0811 1.6289 -9.0156 0.002
H -21.8629 -0.0732 -9.0111 0.002
C -19.3232 -2.4080 -8.7131 0.000
C -18.4243 -2.4433 -7.5064 0.000
O -17.7280 -3.7002 -7.3966 0.000
C -17.3811 -4.2795 -6.1902 0.000
O -17.5787 -3.7390 -5.0648 0.000
C -16.6750 -5.6459 -6.2867 0.000
F -15.4172 -5.3303 -6.6796 0.000
F -16.6415 -6.2352 -5.0780 0.000
F -17.3354 -6.3945 -7.1805 0.000
H -19.9626 -1.5426 -8.5387 0.000
H -20.0139 -3.2394 -8.8537 0.000
H -18.6642 -2.2293 -9.5628 0.000
H -18.9646 -2.1969 -6.5924 0.000
H -17.7185 -1.6293 -7.6718 0.000
C -27.1904 -4.6776 -12.2927 0.000
C -26.3788 -3.3750 -12.2552 0.000
O -24.9410 -3.6550 -12.0962 0.001
C -24.0168 -2.6938 -12.0450 0.001
O -24.0991 -1.4337 -12.2616 0.008
C -22.6142 -3.2488 -11.6487 0.000
F -22.5132 -4.5441 -11.9448 0.000
F -21.7042 -2.6218 -12.3868 0.000
F -22.2396 -3.0821 -10.3009 0.000
H -27.7222 -4.8644 -11.3598 0.000
H -26.5136 -5.4804 -12.5855 0.000
H -27.9501 -4.6878 -13.0742 0.000
H -26.7318 -2.7035 -11.4725 0.000
H -26.5091 -2.8694 -13.2120 0.000
C -21.1191 0.8828 -14.4009 0.000
O -21.3570 2.1891 -13.9274 0.000
C -22.4921 2.6307 -13.4305 0.002
O -23.5658 2.0369 -13.1995 0.026
O -22.4034 3.9282 -13.1478 0.004
C -23.4837 4.7213 -12.7070 0.015
H -20.0667 0.7902 -14.6692 0.000
H -21.7297 0.6346 -15.2691 0.000
H -21.2953 -0.0054 -13.7942 0.000
H -23.2270 5.7714 -12.5676 0.000
H -23.7318 4.3966 -11.6965 0.028
H -24.4109 4.6360 -13.2736 0.000
C -21.6028 1.1099 -5.3466 0.001
O -20.5656 0.1690 -5.0857 0.000
C -19.4058 0.4747 -4.4755 0.000
O -19.0535 1.5361 -3.9476 0.000
O -18.6809 -0.5297 -4.5510 0.000
C -17.3868 -0.4772 -4.2056 0.000
H -21.3737 2.1736 -5.2818 0.000
H -22.4511 0.9483 -4.6815 0.000
H -22.1854 1.0182 -6.2632 0.002
H -16.9396 -1.4668 -4.2997 0.000
H -17.2218 -0.2829 -3.1458 0.000
H -16.9023 0.3533 -4.7189 0.000
C -14.7722 2.5797 -5.2031 0.000
O -15.6807 2.5632 -6.2766 0.000
C -16.9806 2.9488 -6.1435 0.000
O -17.5523 3.2683 -5.0933 0.000
O -17.5457 2.7888 -7.3418 0.000
C -18.9202 2.8852 -7.4960 0.000
H -13.7349 2.5831 -5.5378 0.000
H -14.8727 1.7312 -4.5264 0.000
H -14.8296 3.4654 -4.5704 0.000
H -19.3418 3.8807 -7.3569 0.000
H -19.5157 2.3028 -6.7929 0.000
H -19.2020 2.5985 -8.5091 0.000
C -17.9708 1.9794 -11.4695 0.000
O -16.8372 2.0610 -10.6174 0.000
C -16.2665 3.2639 -10.3846 0.000
O -16.4999 4.2658 -11.0267 0.000
O -15.2838 3.0776 -9.4511 0.000
C -14.6737 4.1974 -8.9786 0.000
H -18.7211 1.7362 -10.7172 0.000
H -17.7257 1.2530 -12.2444 0.000
H -18.3333 2.9178 -11.8889 0.000
H -15.3071 5.0077 -8.6176 0.000
H -14.1685 4.6690 -9.8215 0.000
H -13.8874 3.9910 -8.2525 0.000
C -28.6722 -0.8821 -9.0835 0.000
O -27.5868 -1.5210 -8.5115 0.001
C -26.3412 -1.2884 -8.9746 0.002
O -25.9754 -0.5512 -9.8258 0.028
O -25.5228 -1.8473 -8.0495 0.002
C -24.1422 -1.4794 -8.0236 0.002
H -28.8220 -1.0749 -10.1458 0.000
H -28.5403 0.1796 -8.8752 0.000
H -29.5653 -1.1470 -8.5175 0.000
H -23.5461 -2.0960 -7.3508 0.000
H -24.0156 -0.4546 -7.6746 0.002
H -23.8266 -1.4422 -9.0662 0.000
```


[2]
C7H23CeNO3P as an isolated structure in a non-equilibrium geometry, computed with ωB97M-V/def2-TZVPD.

Results
E_HOMO ... -0.404 hartree
Charge ... +1
2S+1 ... 1
ΔE to the lowest compared entry with this formula, charge and spin ... 0.0 kJ/mol
Orbital gap ... 5.19 eV

Structure (XYZ):
```
36
Properties=species:S:1:pos:R:3:lowdin_charge:R:1
C -1.1744 2.0696 -1.6643 -0.282
Ce 0.2957 0.4063 -2.3689 0.929
N 1.3463 -1.7432 -3.3172 -0.012
H 0.1801 0.7973 -4.0734 -0.159
H 2.3456 -1.5613 -3.3208 0.065
H -1.3337 -0.4472 -2.5259 -0.109
H -1.4764 2.2765 -2.7120 0.004
H -0.5788 2.8906 -1.2420 0.004
H -2.0131 1.7340 -1.0400 -0.014
H 1.1633 -2.4825 -2.6223 0.043
H 1.0582 -2.0698 -4.2405 0.075
C -3.4845 -0.7944 1.2647 -0.057
C -2.2571 -0.5731 0.4248 -0.258
O -1.5959 -1.8907 0.4502 -0.370
P -0.0582 -2.2926 0.2107 1.228
O 0.7426 -1.5575 1.4019 -0.360
C 0.3420 -1.2077 2.7641 -0.229
C 0.7507 0.1996 3.0577 -0.060
O 1.7590 -0.1830 -1.0198 -0.501
C 2.5550 0.6215 -0.1312 -0.299
C 2.0927 2.0703 -0.0470 -0.078
H -3.9967 -1.7140 0.9632 0.096
H -4.1790 0.0421 1.1683 0.096
H -3.2143 -0.8942 2.3202 0.080
H -2.5311 -0.3612 -0.6172 0.077
H -1.5764 0.2058 0.8129 0.118
H -0.7351 -1.3865 2.8903 0.115
H 0.8839 -1.8896 3.4209 0.133
H 0.3660 0.8990 2.3157 0.072
H 0.3365 0.4783 4.0306 0.100
H 1.8398 0.2849 3.1170 0.093
H 2.5650 0.1236 0.8410 0.089
H 3.5998 0.5660 -0.4853 0.127
H 1.0979 2.2052 0.3986 0.069
H 2.7924 2.6003 0.5990 0.093
H 2.0921 2.5776 -1.0240 0.084
```


[3]
A 9-piece molecular cluster, C16H54N4O9 overall in a non-equilibrium geometry, computed with ωB97M-V/def2-TZVPD.

Results
E_HOMO (spin up / spin down) ... -0.412 / -0.412 hartree
Charge ... +1
2S+1 ... 2
ΔE to the lowest compared entry with this formula, charge and spin ... 18.3 kJ/mol
Orbital gap (spin up / spin down) ... 8.90 / 3.23 eV

Structure (XYZ):
```
83
Properties=species:S:1:pos:R:3:lowdin_spin:R:1
O -0.0013 -2.8593 -1.2492 0.000
H 0.6356 -2.3124 -1.7091 0.000
H 0.1309 -3.7363 -1.6094 0.000
O 1.2358 2.1225 -0.3393 0.000
H 2.1919 2.1681 -0.3394 0.000
H 0.9624 2.8197 0.2570 0.000
O -0.1314 0.3746 -1.6551 0.000
H -0.4416 0.0263 -0.8192 0.000
H 0.3454 1.1709 -1.4211 0.000
O -0.6107 -1.0474 -4.1664 0.000
H -1.5393 -0.8205 -4.2161 0.000
H -0.3233 -0.6983 -3.3227 0.000
O -2.5873 -1.4379 -1.0902 0.010
H -3.1243 -1.1520 -1.8292 0.000
H -1.8903 -1.9599 -1.4878 0.000
C 2.8389 -0.7057 5.3106 0.000
C 1.7637 -1.7131 4.7119 0.000
C 1.7264 -1.9100 3.1887 0.000
O 1.1844 -0.6528 2.7371 0.001
C 0.5874 -0.8313 1.4724 0.002
N 2.0530 -2.9483 5.5104 0.000
H 3.8795 -0.9981 5.1701 0.000
H 2.7219 -0.4727 6.3690 0.000
H 2.6153 0.2854 4.9158 0.000
H 0.7422 -1.3596 4.8519 0.000
H 1.0656 -2.7679 3.0641 0.000
H 2.6325 -2.0879 2.6095 0.000
H 1.2734 -1.2919 0.7616 0.000
H 0.3380 0.0837 0.9351 0.001
H -0.3478 -1.3871 1.5390 0.000
H 1.3713 -3.6894 5.4319 0.000
H 2.9311 -3.3339 5.1936 0.000
C 4.2143 0.9424 -1.6596 0.000
C 4.5701 0.9766 -0.1805 0.000
C 6.1109 1.0068 0.0541 0.000
O 6.7833 -0.1870 -0.3324 0.000
C 8.2052 -0.1658 -0.0135 0.000
N 3.8162 2.1097 0.3152 0.000
H 4.7170 0.0312 -1.9838 0.000
H 4.5934 1.7491 -2.2870 0.000
H 3.1402 0.8130 -1.7926 0.000
H 4.1677 0.1072 0.3396 0.000
H 6.3236 1.3291 1.0734 0.000
H 6.4634 1.8187 -0.5820 0.000
H 8.5042 -0.3287 1.0220 0.000
H 8.7271 0.6969 -0.4276 0.000
H 8.5672 -1.0437 -0.5487 0.000
H 4.0043 2.0254 1.3039 0.000
H 4.4006 2.9015 0.0880 0.000
C -3.5074 1.1622 -3.1084 0.002
C -4.0755 0.0424 -4.0458 0.001
C -3.9112 0.2291 -5.5685 0.001
O -4.9347 1.1326 -5.8968 0.000
C -6.2859 0.6121 -6.0139 0.000
N -3.4771 -1.1878 -3.7385 0.001
H -3.5652 0.9500 -2.0408 0.001
H -3.8886 2.1558 -3.3440 0.000
H -2.4308 1.2099 -3.2724 0.000
H -5.1256 0.0411 -3.7537 0.000
H -3.9567 -0.7727 -5.9956 0.000
H -2.8916 0.5472 -5.7860 0.000
H -6.1665 -0.2311 -6.6943 0.000
H -6.9899 1.2763 -6.5153 0.000
H -6.7253 0.1557 -5.1270 0.000
H -4.0959 -1.7878 -3.2120 0.000
H -3.3303 -1.7595 -4.5580 0.000
C -3.1260 2.4961 2.2061 0.009
C -2.7004 1.0932 1.5903 0.110
C -2.7536 0.0913 2.6969 0.025
O -1.8164 0.5494 3.6448 0.026
C -1.8934 -0.0704 4.8908 0.003
N -3.6660 0.7270 0.6056 0.706
H -2.4175 2.7953 2.9784 -0.001
H -4.0589 2.5842 2.7628 0.001
H -3.2158 3.2889 1.4634 0.000
H -1.6999 1.2274 1.1791 0.055
H -2.3607 -0.8692 2.3635 0.000
H -3.6688 0.0753 3.2887 0.000
H -1.2142 0.3014 5.6579 0.000
H -1.5034 -1.0714 4.7061 0.001
H -2.8698 -0.0366 5.3742 0.001
H -3.8832 1.4810 -0.0304 0.022
H -3.3322 -0.0982 0.1285 0.020
```


[4]
C21H20IrN5O7S2 as an isolated structure, computed with ωB97M-V/def2-TZVPD.

Results
E_HOMO (spin up / spin down) ... -0.382 / -0.412 hartree
Charge ... +1
2S+1 ... 6
Orbital gap (spin up / spin down) ... 8.27 / 5.49 eV

Structure (XYZ):
```
56
Properties=species:S:1:pos:R:3:lowdin_spin:R:1
Ir 0.1864 -0.5496 -0.0240 2.439
O -1.3675 2.5902 2.4444 0.039
C -1.0796 2.0824 1.3732 0.031
O -1.2394 0.8679 1.0250 0.084
C -0.4625 3.0178 0.2740 0.036
C -0.8020 2.5184 -1.1381 0.011
C -0.4852 3.5932 -2.1756 0.003
C 1.0647 3.5893 -2.1584 0.023
C 1.3610 2.4584 -1.1619 0.031
O 0.2591 1.5536 -1.3830 0.054
C 1.0505 3.0145 0.2270 0.220
C 1.7217 1.9428 1.4082 0.118
O 1.9801 2.6136 2.3735 0.372
O 1.8107 0.7827 1.0260 0.179
H -0.8597 4.0052 0.4999 0.006
H -1.7624 2.0222 -1.2196 0.000
H -0.9195 4.5573 -1.9158 0.000
H -0.8668 3.2972 -3.1511 0.001
H 1.4974 4.5374 -1.8402 0.001
H 1.4823 3.3390 -3.1319 0.005
H 2.3064 1.9403 -1.2814 0.000
H 1.5311 3.9541 0.4709 0.002
N -5.1945 1.1065 4.4518 0.240
C -4.2641 0.2838 3.9985 0.139
C -2.9113 0.7421 3.8854 0.104
C -1.9658 -0.1092 3.4280 0.007
C -2.3361 -1.4304 3.0540 0.268
C -3.6710 -1.8972 3.1494 0.024
C -4.6271 -1.0579 3.6211 0.128
S -1.0775 -2.4818 2.3798 0.017
O 0.1375 -2.0088 2.9686 0.016
O -1.5195 -3.8258 2.5467 0.017
N -1.0815 -1.9847 0.8696 0.152
C -1.9066 -2.4462 -0.1492 0.014
N -2.9354 -3.2564 0.0404 0.011
C -3.5577 -3.6472 -1.0745 -0.003
C -3.1863 -3.2310 -2.3402 0.011
C -2.1539 -2.3150 -2.4034 0.006
N -1.5166 -1.8986 -1.3143 0.080
H -4.9646 2.0493 4.7263 0.004
H -6.1532 0.8130 4.5537 0.004
H -2.6557 1.7622 4.1449 0.002
H -0.9428 0.2082 3.3267 -0.002
H -3.8956 -2.9086 2.8399 -0.002
H -5.6578 -1.3759 3.7181 0.004
H -4.3962 -4.3215 -0.9412 0.000
H -3.6979 -3.5724 -3.2270 0.001
H -1.8448 -1.8789 -3.3472 0.000
S 3.2379 -1.0774 -3.4979 0.013
C 4.0842 -1.0839 -2.0125 0.000
C 3.2095 -1.0658 -0.9825 0.010
N 1.8829 -1.0500 -1.3652 0.057
C 1.7655 -1.0444 -2.6683 0.019
H 5.1605 -1.1111 -1.9724 0.000
H 3.4546 -1.0671 0.0680 0.001
H 0.8099 -1.0179 -3.1700 0.001
```